# C20H14Br2MgN5O2S2

A structure of composition C20H14Br2MgN5O2S2 (ωB97M-V/def2-TZVPD, the OMol25 dataset).

Relative energy (zero: lowest compared OMol25 entry of this formula, charge and spin) (kcal per mole): 0.0
Net charge: -1
Kohn-Sham gap (eV): 6.85
Energy (a.u.): -7339.57656
Highest occupied orbital energy (eV): -4.376
Lowest unoccupied orbital energy (eV): 2.4771

```
46
C20H14Br2MgN5O2S2, DFT ωB97M-V/def2-TZVPD
Mg -0.51 -0.31 0.13
N -2.23 -4.35 1.24
C -1.59 -3.13 1.00
S -2.42 -2.00 -0.02
N -0.42 -3.05 1.55
N 0.30 -1.89 1.22
C 1.43 -1.82 1.83
C 2.43 -0.77 1.67
C 3.60 -0.88 2.44
C 4.63 0.03 2.33
C 4.50 1.08 1.41
C 3.37 1.21 0.64
C 2.28 0.31 0.75
O 1.23 0.45 0.02
H -3.23 -4.32 1.13
H -1.87 -4.85 2.03
H 1.66 -2.62 2.52
H 3.68 -1.71 3.13
H 5.52 -0.07 2.93
H 5.30 1.80 1.30
H 3.26 2.03 -0.07
Br -1.75 4.46 -0.49
C -1.24 3.20 -1.81
C -1.01 3.64 -3.12
C -0.67 2.76 -4.10
Br -0.41 3.42 -5.87
C -0.52 1.38 -3.82
C -0.18 0.38 -4.76
C -0.06 -0.92 -4.36
C -0.24 -1.24 -3.00
N -0.54 -0.34 -2.10
C -0.72 0.95 -2.49
C -1.16 1.86 -1.43
O -1.44 1.41 -0.26
H -1.12 4.69 -3.35
H -0.03 0.66 -5.79
H 0.19 -1.70 -5.07
H -0.12 -2.26 -2.64
S -3.44 1.54 3.48
C -3.27 -0.12 3.86
C -2.19 -0.63 3.22
N -1.47 0.27 2.46
C -2.02 1.45 2.51
H -3.98 -0.63 4.49
H -1.86 -1.66 3.27
H -1.66 2.31 1.96
```